Density functional theory data (ωB97M-V with the def2-TZVPD basis set) for a structure of composition C14H32N2O10Sr at a distorted geometry.

```
59
Properties=species:S:1:pos:R:3:forces:R:3
Sr -26.652262 -14.243189 3.738338 0.7 -0.2 0.6
O -23.548464 -19.102292 1.277788 1.4 -2.0 -0.6
O -29.405159 -19.602811 -0.133896 -1.5 -1.6 0.4
O -29.858917 -11.510743 5.364745 -1.6 -2.3 -1.0
O -28.124133 -13.491848 0.234631 2.1 2.9 -0.2
O -24.155965 -17.033603 1.165389 0.7 1.8 -2.4
O -27.345866 -15.980621 6.940840 -1.5 0.4 -1.5
O -28.141697 -10.233794 5.562683 2.3 1.8 -0.2
O -23.686809 -13.247647 4.588468 -0.9 -0.7 0.7
O -24.494193 -18.029694 3.028651 0.4 -1.4 0.7
O -30.061228 -9.733438 6.514623 -2.0 3.0 2.7
N -29.733984 -15.937972 0.814568 2.1 -1.8 -0.6
N -24.674145 -14.567140 6.920513 -2.5 -0.8 0.8
C -29.041086 -18.290712 0.132827 2.0 0.6 -1.9
C -30.093601 -17.354972 0.611552 -2.0 -0.8 0.6
C -27.940774 -17.261547 6.848984 1.5 -1.3 -0.4
C -29.420102 -15.311401 -0.509692 -1.6 -0.7 0.4
C -22.892895 -13.397050 5.805953 -0.1 1.1 0.5
C -29.293937 -13.861970 -0.451219 -0.9 2.3 -0.2
C -28.774663 -20.389069 -1.211600 -1.1 1.7 1.7
C -27.806944 -12.003645 0.161789 -1.5 -0.5 0.7
C -25.775106 -14.483137 7.946080 0.0 -0.2 -0.7
C -22.878541 -13.149447 3.419622 0.1 0.4 0.2
C -26.703791 -15.687551 8.107501 2.0 0.4 1.1
C -29.323635 -10.457761 5.763930 2.7 -3.6 -2.0
C -24.036514 -18.060606 1.853379 -4.3 3.4 5.6
C -23.757896 -13.487659 7.099853 0.3 0.6 -2.8
H -30.199645 -15.590980 -1.218391 -0.8 0.3 -0.1
H -24.293223 -12.540930 7.027651 -0.4 0.0 0.5
H -29.363860 -13.475609 -1.468050 0.7 0.0 -0.4
H -22.721073 -14.132041 2.974866 0.5 0.0 0.2
H -21.994852 -12.576857 3.701276 0.5 -0.5 -0.3
H -26.044855 -16.483144 8.455280 -0.1 -0.8 -0.1
H -28.710877 -11.402072 0.257245 -0.6 -0.5 0.7
H -27.744775 -20.548909 -0.892426 0.1 -0.1 -0.7
H -29.347144 -21.315009 -1.266476 0.2 0.0 0.3
H -30.750108 -10.375842 6.700003 -0.8 0.3 0.2
H -27.436203 -11.454600 -0.703779 0.8 -1.5 -0.9
H -30.542049 -17.834924 1.481412 0.0 0.6 0.6
H -30.903582 -17.384588 -0.117238 -0.3 -0.1 -0.4
H -28.827393 -17.848058 -0.840051 1.1 0.1 -0.2
H -30.504909 -15.581530 1.361123 0.0 0.9 -0.7
H -27.374440 -15.465597 8.937607 -0.3 0.1 0.0
H -28.407240 -17.388434 5.872043 -0.2 0.3 0.2
H -26.442114 -13.667758 7.666147 0.4 0.5 0.2
H -28.562442 -17.674175 7.643570 -0.5 1.1 0.3
H -28.586071 -15.601286 -1.148796 0.9 -1.0 1.3
H -27.089075 -17.941441 6.870170 0.1 -0.5 -0.3
H -30.115150 -13.305519 0.000509 -0.5 -0.4 0.5
H -23.357055 -12.534757 2.657198 -0.5 0.1 0.2
H -24.227036 -15.468861 7.004772 0.2 -0.2 0.0
H -27.186761 -11.700659 1.005395 0.1 -0.5 0.0
H -28.983154 -19.840112 -2.129903 0.8 0.0 -0.3
H -23.155775 -13.471742 8.008306 0.2 -0.2 0.0
H -25.295269 -14.336231 8.913689 -0.3 0.4 0.3
H -28.180617 -18.260216 0.801231 0.3 0.1 0.0
H -22.425684 -12.418799 5.919316 0.7 -0.1 -0.1
H -23.347657 -18.457515 0.595480 1.3 -0.9 -2.8
H -22.138364 -14.178802 5.718501 -0.2 -0.2 -0.2
```
Forces are in eV/Å.

Values from the calculation:
Highest occupied orbital energy (eV): -7.12
Strongest force on any atom (eV/A): 7.891
Net charge: 0
Energy relative to the best compared isomer or geometry (same formula, charge and spin) (kcal/mol): 225.82


Density functional theory data (ωB97M-V with the def2-TZVPD basis set) for a structure of composition C14H32N4O19S2Sr2 at a distorted geometry.

```
73
Properties=species:S:1:pos:R:3:forces:R:3
Sr -3.168251 -0.584801 2.529981 2.0 1.6 0.8
Sr 0.215350 -2.341751 4.921799 -1.5 2.5 0.1
S 6.197921 -0.966896 0.559441 -1.0 0.5 -0.7
S -3.233337 -3.958422 -3.202424 0.7 0.5 1.1
O -3.654878 -3.611866 -4.516278 0.5 0.1 0.1
O -0.838231 5.528332 0.690374 0.8 0.3 -0.1
O -1.623231 -3.726441 -2.956259 -1.0 -0.6 -1.0
O -1.754933 0.318597 0.625188 -0.9 -1.8 1.2
O -2.636772 5.744809 1.830623 0.2 0.3 0.5
O 1.416516 -5.062222 -2.538107 0.2 -0.5 0.6
O 2.476588 3.597330 2.518970 0.0 0.4 -0.1
O 6.415529 0.091532 1.504705 -0.4 -1.3 -0.8
O -0.791451 -1.850094 2.662355 -0.2 -0.2 0.8
O 3.157808 2.271290 4.076372 0.0 0.0 -0.1
O -0.518391 -0.450004 6.296057 0.7 -2.1 -1.5
O -3.633049 -2.775237 -2.189882 -0.6 -0.7 0.1
O 1.408555 -3.120348 -1.590747 0.4 0.0 0.7
O -4.971722 2.773276 -1.355799 0.1 -0.1 0.0
O 7.294266 -1.744831 0.069570 -0.9 -0.1 0.8
O 4.860970 -1.846344 0.991891 2.5 0.5 0.6
O -2.767275 0.791725 4.662190 -0.1 -0.8 -0.4
O -3.569927 -5.228436 -2.656124 0.1 0.6 -0.1
O 5.446661 -0.367942 -0.739925 0.3 1.1 0.1
N -3.153575 2.228270 -2.595952 0.2 0.6 -0.8
N 2.813534 2.520139 2.940269 -0.7 -0.8 -0.3
N 1.626345 -3.878871 -2.510869 -0.8 0.3 -1.3
N -1.601408 5.172711 1.554286 -1.4 -0.8 -0.9
C 4.513817 -1.268741 -1.287331 0.4 -1.5 -0.3
C -1.459416 1.306409 4.750100 -0.6 -1.0 -2.1
C -1.743653 1.939983 -2.634382 0.4 -0.1 0.3
C -3.793707 2.567175 -3.861044 0.6 0.0 0.0
C 2.006402 -3.278077 -3.825614 0.4 0.4 0.2
C -0.156977 -1.608404 1.439981 0.1 0.5 -1.2
C -1.416084 3.806931 2.128795 -0.1 0.3 -0.1
C -0.456021 0.874040 5.843601 -0.6 -0.3 0.6
C -3.798438 2.448705 -1.443986 -0.8 0.4 0.7
C 3.940420 -2.008564 -0.070025 -0.4 0.5 -0.3
C -2.682040 -1.693081 -2.237113 -0.4 -0.7 -0.8
C 2.830641 1.350488 1.988038 2.2 0.7 -0.8
C -0.460524 -0.213363 0.772403 0.2 1.3 -0.1
C -1.358168 -2.419335 -2.502528 0.0 1.3 0.9
H 5.010203 -2.006373 -1.931045 0.4 0.1 0.2
H -1.341916 1.975338 -1.620284 -0.1 -0.5 0.1
H -2.661713 -1.196848 -1.275666 -0.1 0.2 0.1
H 0.015157 -0.187867 -0.228111 0.2 -0.6 0.0
H -1.021216 0.987895 3.768941 0.8 0.2 0.1
H -2.998123 -1.027787 -3.040263 0.1 0.1 0.1
H -3.364249 3.486237 -4.269724 0.1 0.0 0.1
H -1.461271 2.405969 4.684561 0.1 0.0 0.4
H 3.048271 -1.515565 0.315909 -0.4 -0.5 -0.4
H -0.281964 -2.396890 0.674427 -0.9 -0.2 0.2
H 2.579278 1.570434 0.950562 -1.4 0.4 0.5
H 3.867010 -3.066776 -0.305396 -0.5 0.0 0.2
H -3.561284 1.766269 -4.565533 -0.4 0.0 -0.1
H 3.796040 -0.822481 -1.971498 -0.1 0.7 0.6
H 0.950058 -1.680784 1.477300 0.1 0.5 0.5
H 0.550714 1.040901 5.430416 0.0 0.6 0.0
H 3.909173 1.278119 1.781603 0.1 -0.6 0.8
H -4.854911 2.740275 -3.726955 -0.1 -0.3 0.1
H -2.110108 3.730901 2.957671 0.5 -0.1 0.3
H -0.882490 -2.479992 -1.526009 0.4 -0.3 -0.3
H 0.102985 0.569395 1.311152 0.3 -0.3 0.4
H -0.349618 3.708722 2.302696 -0.1 -0.3 0.4
H -0.767271 -1.821816 -3.196465 0.2 -0.4 -0.1
H -0.611399 1.546436 6.699119 0.2 0.0 0.1
H -1.120088 2.657644 -3.176598 -0.5 0.2 -0.3
H 2.145842 -2.208757 -3.700738 0.0 0.0 0.1
H -1.604142 0.961696 -3.104883 0.3 0.0 0.2
H -1.745881 3.097976 1.368899 0.2 0.1 -0.2
H -3.181429 2.320631 -0.546328 0.3 -0.2 0.0
H 1.183806 -3.469580 -4.507516 0.1 -0.2 0.0
H 2.444162 0.459511 2.455606 -0.2 0.0 0.0
H 2.936514 -3.750505 -4.128456 -0.2 -0.1 -0.2
```
Forces are in eV/Å.

Values from the calculation:
Highest occupied orbital energy (eV): -7.34
Strongest force on any atom (eV/A): 2.934
Net charge: 0


Density functional theory data (ωB97M-V with the def2-TZVPD basis set) for a cluster of 9 separate species, C14H32N4O28S5 in total at a distorted geometry.

```
83
Properties=species:S:1:pos:R:3:forces:R:3
S -0.120609 -4.404630 -1.017400 1.9 -1.6 -1.3
S -1.479614 -2.689549 -5.546017 -0.4 -2.0 -1.2
S -0.594607 2.875914 2.197581 -0.3 -0.7 1.1
S 6.176693 2.125932 0.949092 2.1 0.2 2.8
S -1.255522 0.210687 5.489225 2.6 -1.8 1.7
O 5.228947 1.338460 2.066008 0.8 -0.6 -2.0
O -1.565790 -4.536145 -1.682109 -0.9 -0.2 -0.4
O 0.169678 -0.508018 5.306367 -0.7 0.5 0.1
O -1.565701 -0.000496 -0.384273 -0.5 -0.5 0.0
O -4.557048 0.561360 -2.097237 -0.2 0.8 1.8
O 0.316933 -5.791058 -0.755074 -0.6 3.4 -0.5
O -0.550157 3.452797 0.854460 -0.6 -0.7 2.5
O -1.893361 -0.544250 4.133472 -0.6 1.1 1.0
O 4.991154 3.150529 0.502487 2.7 -0.8 -1.8
O 2.677519 -2.184447 -0.138176 1.3 -0.3 -1.7
O -6.190273 1.438029 -0.883333 2.7 -1.2 -0.8
O -1.980027 1.946180 2.414535 2.0 1.6 -1.7
O -0.876165 1.621835 5.299676 -2.5 -2.6 0.5
O 3.995714 -3.058314 -1.707700 -1.1 0.6 0.5
O 0.576770 2.128980 2.650526 -2.2 1.5 -0.8
O 6.615963 1.240523 -0.088842 -1.4 0.7 0.4
O 0.058271 -1.060225 0.624299 -1.1 1.0 -1.0
O -1.034829 3.945503 3.429867 1.4 -0.2 -2.3
O -1.802486 -0.377963 6.753758 0.5 2.4 -3.7
O 1.647508 -0.038940 -4.184162 0.0 0.0 -0.7
O 3.116178 0.459532 -2.738610 1.0 0.0 0.4
O -0.637982 -3.743465 0.349518 -0.3 -0.1 -0.3
O -1.318241 -1.022446 -5.490239 0.1 -2.6 -0.2
O -2.638596 -2.831838 -4.345720 2.2 0.0 -1.8
O -2.030958 -3.058886 -6.848026 0.6 1.3 2.3
O 0.688917 -3.484772 -1.828130 -1.9 -1.9 2.2
O 7.281433 2.795283 1.677072 -3.2 -0.9 -1.7
O -0.335699 -3.429444 -5.099921 -0.8 1.4 -0.1
N 3.730818 -2.275058 -0.808677 -1.6 -1.8 0.7
N 2.577431 0.641946 -3.806994 -1.9 -0.7 0.4
N -4.966691 1.231907 -1.149195 -3.4 1.0 0.1
N -0.400393 -0.234694 -0.161150 2.7 0.9 1.1
C -2.230458 -0.572997 -4.538050 -1.3 2.2 1.1
C -2.896669 2.585348 3.287513 -0.6 -1.3 2.4
C 4.095786 2.112415 2.431387 1.1 2.2 0.4
C 2.934554 1.851250 -4.546283 1.1 1.0 0.2
C -2.428381 4.023642 3.613610 -1.3 -1.5 -0.3
C -3.305509 -1.586098 -4.317327 -2.0 -1.2 1.1
C 4.797656 -1.482661 -0.325774 1.4 2.2 0.8
C -2.529636 -3.669947 -1.087716 0.0 0.3 0.5
C -4.083589 2.086151 -0.341559 3.1 1.1 -1.0
C -1.306171 -1.854672 3.968901 1.8 0.1 1.5
C 3.855527 3.100524 1.245708 -2.6 0.1 2.6
C 0.170697 -1.557110 4.337287 0.1 0.0 -0.1
C 0.604819 0.688186 -0.894721 -0.8 -0.5 -1.4
C -2.089129 -3.580458 0.343068 1.0 0.9 1.1
H -2.570010 -4.298562 1.007280 0.3 -0.5 -0.2
H 4.514264 2.719557 3.234099 -0.6 0.1 0.5
H -4.214247 -1.701685 -4.908044 0.4 0.8 -1.1
H 3.658953 4.103083 1.625597 0.3 0.1 0.4
H 2.898985 2.884943 0.769627 0.5 -0.6 -1.1
H -3.060976 4.652818 2.987471 1.0 0.8 -0.5
H 4.524568 -0.434246 -0.445498 0.0 0.0 -0.3
H 5.732697 -1.680797 -0.849752 -0.3 -0.1 0.2
H -3.544398 -4.059287 -1.005397 0.1 -0.5 -1.0
H -3.381937 2.475455 -1.079271 0.0 0.1 -0.5
H -2.846631 1.939283 4.163977 0.1 0.5 0.3
H 3.212579 1.579444 2.783528 0.4 -0.4 -0.5
H -2.548403 -2.705416 -1.595081 0.2 0.0 0.0
H -3.939202 2.425667 3.012323 0.2 0.6 -1.0
H -2.632757 0.392564 -4.844544 -0.1 -0.1 -0.4
H 0.243354 1.715553 -0.939044 -0.1 -0.1 0.9
H -3.779425 -1.568787 -3.335901 0.5 0.6 0.4
H 0.658055 -1.195824 3.431719 0.4 -0.1 0.2
H -1.351502 -2.229683 2.946449 -0.4 0.5 0.1
H 3.730489 1.645397 -5.261974 -0.1 -0.2 0.1
H 2.109118 2.348756 -5.055452 -0.2 -0.6 0.3
H -2.606322 4.332868 4.643569 0.1 -0.4 0.0
H 3.333741 2.442640 -3.722275 0.1 0.5 -0.5
H -2.271673 -2.601570 0.786427 0.0 0.1 -0.2
H -4.434938 3.016055 0.105580 -1.2 -0.8 0.0
H -1.668813 -2.582580 4.694673 -0.7 0.2 -0.1
H 0.720194 -2.318034 4.891491 -0.2 -0.5 -0.8
H 4.832151 -1.589352 0.758437 0.3 -0.4 -0.1
H -3.303511 1.644421 0.278484 -0.8 -1.0 0.3
H 1.672511 0.590358 -0.698374 -0.5 -0.4 0.8
H -1.796206 -0.363890 -3.560404 0.7 -0.3 0.0
H 0.464621 0.386521 -1.932722 0.2 -0.4 -0.1
```
Forces are in eV/Å.

Values from the calculation:
SMILES: C[N+](=O)[O-].C[N+](=O)[O-].C[N+](=O)[O-].C[N+](=O)[O-].O=S1(=O)OCCO1.O=S1(=O)OCCO1.O=S1(=O)OCCO1.O=S1(=O)OCCO1.O=S1(=O)OCCO1
Highest occupied orbital energy (eV): -10.54
Strongest force on any atom (eV/A): 4.472
Net charge: 0
Energy relative to the best compared isomer or geometry (same formula, charge and spin) (kcal/mol): 89.91


Density functional theory data (ωB97M-V with the def2-TZVPD basis set) for a cluster of 2 separate species, C14H32N4O5P in total at a distorted geometry.

```
56
Properties=species:S:1:pos:R:3:forces:R:3
P -1.403021 3.257093 -0.436402 -2.2 3.5 0.4
O -2.235544 3.554006 -1.920245 1.3 -0.4 2.0
O 1.832260 -1.857564 3.374320 -1.7 -0.9 -2.0
O 2.624202 -0.255009 -3.356181 -0.3 -0.3 0.3
O 2.779088 -3.038024 1.670257 -3.8 0.7 2.6
O 1.678680 -2.010643 -2.497303 0.3 0.5 -0.2
N -0.552874 1.629839 -0.532013 0.6 0.0 -0.9
N 1.289749 2.400490 -2.160692 -1.0 0.3 0.7
N 2.649369 -1.379857 -2.879032 0.0 -0.1 -0.1
N -0.244391 4.558101 -0.287844 -0.5 -2.1 -1.2
C -0.529468 1.258868 0.943626 1.5 -2.0 2.1
C 1.784255 1.786694 0.392678 -1.0 0.0 0.3
C 0.752533 -0.897957 3.295329 -1.1 1.2 0.6
C -3.222573 -1.307464 0.505297 -0.4 0.0 -0.5
C 0.478678 -3.764188 2.058858 -0.6 -0.1 0.5
C 0.956529 0.691213 1.277244 1.5 1.5 -1.1
C -3.956140 0.109903 0.723364 -0.3 -0.1 0.2
C -2.647639 -1.518060 -0.992183 0.7 -0.6 0.7
C 1.278153 0.575657 2.839008 -1.5 -0.9 -0.3
C 1.743924 -2.848568 2.361681 3.5 -0.9 -2.3
C 0.891208 1.631098 -0.958195 4.2 -2.0 -0.2
C 3.974490 -2.041132 -2.749924 0.4 0.0 -0.1
C -1.363612 0.776900 -1.468981 -1.2 -2.0 -1.3
C -1.222737 -0.807338 -1.242501 -0.6 -0.6 -0.9
H 0.812218 -4.818626 1.743922 -0.1 1.9 0.5
H -0.131156 -3.353152 1.186904 0.9 -0.3 1.1
H 0.990535 1.871221 -2.993379 0.5 0.4 0.5
H -3.140850 3.802785 -1.603160 1.0 -0.3 -0.4
H -2.492058 1.009343 -1.438009 2.0 0.1 0.3
H 2.377910 0.701113 3.097265 -1.5 0.0 -0.4
H 3.942989 -2.957061 -3.338523 -0.1 0.0 0.2
H 2.317444 2.532907 -2.197931 -1.1 -0.3 0.2
H -0.066237 -1.169603 2.536171 1.2 -0.1 1.0
H 0.202664 4.599141 0.635529 -0.3 0.0 -0.6
H 2.889168 1.585638 0.211213 -1.6 -0.1 0.1
H -0.493114 -1.115902 -0.424589 -0.9 0.6 -1.0
H -3.412979 -1.232996 -1.799237 1.1 -0.2 1.3
H 0.432591 4.597591 -1.063152 -0.2 0.2 0.5
H -4.926863 -0.037455 1.319392 1.5 0.2 -0.9
H -1.044955 0.984594 -2.552940 -0.3 0.1 1.8
H -2.459999 -2.646753 -1.128257 -0.3 1.7 0.2
H 4.133086 -2.255151 -1.693274 -0.1 -0.1 -0.1
H -0.809737 -1.262874 -2.218641 -0.5 0.8 1.6
H 1.751818 2.810247 0.916239 -0.2 -1.4 -1.0
H -0.726461 2.204429 1.570120 0.3 -1.5 -0.9
H 1.184110 0.553310 -1.262169 -1.2 1.2 0.8
H 1.212845 -0.313922 0.770655 -0.8 1.4 0.8
H -1.198394 0.400846 1.281330 0.1 1.6 -1.1
H -0.236267 -3.896880 2.939196 1.1 0.4 -1.1
H 0.584816 1.312265 3.382327 1.4 -0.8 -0.6
H -2.392698 -1.505772 1.285330 -1.2 0.4 -1.2
H 0.223733 -0.863368 4.315404 1.0 0.1 -1.4
H -4.012183 -2.113315 0.679831 1.1 1.0 -0.2
H -4.249978 0.560201 -0.284943 0.3 -0.6 1.4
H -3.338109 0.879954 1.293796 -0.7 -1.0 -0.8
H 4.740993 -1.366812 -3.126586 -0.2 0.0 0.0
```
Forces are in eV/Å.

Values from the calculation:
Highest occupied orbital energy (eV): -12.65
Strongest force on any atom (eV/A): 4.638
Net charge: +1